Record 1
This record from the OMol25 dataset describes a 2-piece molecular cluster, H2N3O overall at a distorted geometry. The level of theory is wB97M-V/def2-TZVPD.

Last column: natural (NBO) charge in e.
Positions of all 6 atoms, in Å:
N: 1.361 0.427 1.513  -0.079
N: -0.332 -1.266 -1.412  -1.465
N: 0.518 1.095 1.134  0.402
O: -0.010 2.047 0.627  -0.371
H: -1.424 -1.063 -1.454  0.255
H: -0.112 -1.238 -0.408  0.258

## Properties
* LUMO level: 3.846 eV
* E_tot: -240.581691 Eh
* charge: -1
* energy relative to the best compared isomer or geometry (same formula, charge and spin): 289.6 kJ/mol
* F_max: 3.493 eV Å⁻¹


Record 2
This record from the OMol25 dataset describes a 13-piece molecular cluster, C5H39N2O13 overall at a distorted geometry. The level of theory is wB97M-V/def2-TZVPD.

Last column: natural (NBO) charge in e.
Positions of all 59 atoms, in Å:
N: -1.177 -2.560 0.149  -0.719
C: -0.974 -1.212 -0.561  -0.088
C: -2.322 -0.734 -1.072  -0.645
C: -0.344 -0.224 0.437  -0.356
N: 0.861 0.381 -0.152  -0.216
C: 1.600 1.242 0.797  -0.316
C: 1.633 2.722 0.412  -0.081
O: 0.331 3.237 0.267  -0.771
H: -1.866 -3.131 -0.457  0.444
H: -0.341 -3.052 0.208  0.454
H: -1.563 -2.342 1.101  0.464
H: -0.340 -1.405 -1.444  0.268
H: -2.242 0.333 -1.504  0.249
H: -2.767 -1.385 -1.895  0.254
H: -3.064 -0.646 -0.283  0.225
H: -0.032 -0.771 1.418  0.307
H: -1.066 0.498 0.830  0.305
H: 0.614 0.884 -1.027  0.449
H: 2.620 0.820 0.854  0.297
H: 1.212 1.110 1.829  0.266
H: 2.233 3.323 1.130  0.245
H: 2.053 2.856 -0.608  0.210
H: -0.246 3.159 1.077  0.520
H: -2.354 -0.846 2.417  0.494
H: -1.208 -1.603 3.045  0.512
O: -2.019 -1.718 2.514  -0.972
H: -3.565 2.728 -0.528  0.520
H: -2.160 2.853 0.213  0.508
O: -2.826 2.176 -0.182  -0.992
H: 1.725 1.484 -4.390  0.508
H: 1.025 1.689 -3.056  0.513
O: 1.613 1.067 -3.565  -1.001
H: 1.998 -3.213 1.767  0.505
H: 2.616 -1.928 1.320  0.489
O: 2.293 -2.394 2.109  -0.961
H: 4.416 -0.008 -2.781  0.505
H: 2.832 -0.004 -2.986  0.503
O: 3.571 -0.585 -2.707  -1.003
H: -3.896 0.851 2.501  0.522
H: -3.086 1.204 1.238  0.508
O: -3.011 0.758 2.080  -1.010
H: 0.212 -0.021 -3.519  0.493
H: -1.078 -0.428 -4.115  0.490
O: -0.666 -0.354 -3.290  -0.997
H: -0.117 2.919 -1.352  0.513
H: -1.065 1.997 -2.205  0.503
O: -0.229 2.457 -2.218  -0.976
H: -1.296 3.319 3.173  0.522
H: -1.792 2.056 2.425  0.503
O: -1.387 2.883 2.293  -0.992
H: 0.619 -1.391 4.483  0.510
H: 1.122 -1.621 2.998  0.510
O: 0.402 -1.202 3.560  -1.029
H: 3.196 -1.568 -1.256  0.551
H: 1.925 -1.073 -0.508  0.459
O: 2.618 -1.766 -0.492  -0.951
H: 1.593 -4.754 -0.241  0.511
H: 1.880 -3.163 -0.346  0.509
O: 1.285 -3.906 0.099  -1.041

## Properties
* LUMO level (spin up / spin down): -5.074 / -11.151 eV
* spin multiplicity: 2
* E_tot: -1300.948589 Eh
* charge: +2
* energy relative to the best compared isomer or geometry (same formula, charge and spin): 132.3 kJ/mol
* F_max: 4.482 eV Å⁻¹


Record 3
This record from the OMol25 dataset describes C8H11BrO2S in the gas phase at a distorted geometry. The level of theory is wB97M-V/def2-TZVPD.

Last column: natural (NBO) charge in e.
Positions of all 23 atoms, in Å:
C: 0.454 2.411 -1.199  -0.627
C: 0.845 2.143 0.180  -0.556
S: -0.116 1.101 1.124  2.092
O: -1.536 1.282 1.084  -0.892
C: 0.432 -0.608 0.919  -0.485
C: -0.215 -1.765 1.764  -0.386
C: -0.403 -1.670 0.272  -0.213
C: -1.746 -1.574 -0.439  -0.614
O: 0.589 1.292 2.522  -0.688
C: 1.835 2.012 2.311  0.021
Br: 2.629 2.777 3.873  0.067
C: 1.874 2.526 1.038  -0.234
H: -0.632 2.633 -1.367  0.236
H: 0.670 1.557 -1.996  0.194
H: 0.993 3.247 -1.635  0.234
H: 1.527 -0.404 0.811  0.258
H: 0.322 -2.538 2.107  0.220
H: -0.904 -1.230 2.438  0.231
H: 0.334 -2.230 -0.252  0.222
H: -1.648 -1.410 -1.530  0.217
H: -2.466 -0.940 0.011  0.235
H: -2.192 -2.566 -0.368  0.217
H: 2.655 3.290 0.715  0.252

## Properties
* LUMO level: 0.765 eV
* E_tot: -3433.925273 Eh
* charge: 0
* energy relative to the best compared isomer or geometry (same formula, charge and spin): 317.0 kJ/mol
* F_max: 5.284 eV Å⁻¹


Record 4
This record from the OMol25 dataset describes C9H14N2O in the gas phase at a distorted geometry. The level of theory is wB97M-V/def2-TZVPD.

Last column: natural (NBO) charge in e.
Positions of all 26 atoms, in Å:
C: -2.413 1.277 0.484  -0.036
N: -1.263 0.899 0.112  -0.394
C: -1.014 -0.537 0.035  0.042
C: -1.421 -1.178 -1.397  -0.623
C: -1.672 -1.440 1.003  -0.631
C: 0.434 -0.757 0.016  0.184
O: 0.799 -2.050 0.062  -0.413
C: 2.108 -2.120 0.079  0.099
C: 2.645 -0.856 0.038  -0.360
C: 1.538 0.039 -0.086  0.098
N: 1.594 1.399 -0.258  -0.611
C: 2.742 2.114 0.288  -0.403
H: -3.262 0.639 0.685  0.158
H: -2.483 2.296 0.641  0.170
H: -2.476 -1.013 -1.842  0.206
H: -1.172 -2.206 -1.497  0.220
H: -0.770 -0.595 -2.097  0.219
H: -1.709 -0.956 2.025  0.216
H: -1.154 -2.406 0.897  0.246
H: -2.597 -1.601 0.515  0.207
H: 2.600 -3.080 -0.032  0.199
H: 3.727 -0.710 0.149  0.227
H: 0.740 1.898 -0.257  0.407
H: 2.650 3.168 0.013  0.208
H: 2.785 1.837 1.292  0.180
H: 3.623 1.650 -0.149  0.187

## Properties
* LUMO level: 0.956 eV
* E_tot: -535.988478 Eh
* charge: 0
* energy relative to the best compared isomer or geometry (same formula, charge and spin): 250.1 kJ/mol
* F_max: 3.798 eV Å⁻¹


Question: Which formula does entry 1 have?
Answer: H2N3O


Question: Look up the E_tot of the first one.
Answer: -240.581691 Eh


Question: The highest energy relative to the best compared isomer or geometry (same formula, charge and spin) belongs to which entry?
Answer: C8H11BrO2S


Question: Among the records above, which one has the highest charge?
Answer: C5H39N2O13